Record 1
Density functional theory data (the ωB97M-V functional and the def2-TZVPD basis) for a cluster of 2 separate species, C5H16N3 in total.

Expectation value of S² ... 0.76
Total charge ... +2
Frontier orbital gap (alpha / beta) ... 6.614 / 4.213 eV
Energy ... -363.53928 Ha
Largest force on an atom ... 2.63 eV/Å
HOMO level (alpha / beta) ... -16.748 / -16.743 eV
2S+1 ... 2
E_LUMO (alpha / beta) ... -10.1 / -12.5 eV

Bonds (Å) are listed after each position.
Geometry (Å):
1 N 3.713 0.767 1.151  H9 1.024, H10 1.041, H11 1.030
2 C -0.457 -0.746 0.725  C3 1.408, C6 1.475, H12 1.095
3 C -1.621 0.019 0.933  C2 1.408, C4 1.643, H13 1.090, H14 1.090
4 C -2.748 0.022 -0.263  C3 1.643, N5 1.410, H15 1.090, H16 1.082
5 N -3.791 0.885 0.133  C4 1.410, H17 1.014, H18 1.020
6 C 0.874 -0.178 0.443  C2 1.475, N7 1.478, H19 1.100, H20 1.096
7 N 1.712 -0.781 -0.614  C6 1.478, C8 1.506, H21 1.017
8 C 1.179 -0.508 -1.995  N7 1.506, H22 1.086, H23 1.084, H24 1.089
9 H 4.157 -0.128 1.374  N1 1.024
10 H 3.148 0.735 0.277  N1 1.041
11 H 4.119 1.673 1.426  N1 1.030
12 H -0.417 -1.686 1.285  C2 1.095
13 H -2.183 -0.424 1.756  C3 1.090
14 H -1.369 1.062 1.122  C3 1.090
15 H -2.169 0.308 -1.140  C4 1.090
16 H -3.129 -0.974 -0.446  C4 1.082
17 H -4.682 0.591 -0.251  N5 1.014
18 H -3.691 1.823 -0.256  N5 1.020
19 H 1.463 -0.277 1.368  C6 1.100
20 H 0.930 0.902 0.258  C6 1.096
21 H 1.772 -1.769 -0.380  N7 1.017
22 H 1.613 0.443 -2.290  C8 1.086
23 H 1.486 -1.327 -2.635  C8 1.084
24 H 0.093 -0.432 -1.979  C8 1.089

Results of the natural (NBO) charge analysis, in e, for atoms 1 through 6: atom 1 (N): -0.384, atom 2 (C): 0.328, atom 3 (C): -0.559, atom 4 (C): -0.109, atom 5 (N): -0.773, atom 6 (C): -0.363

=====

Record 2
Density functional theory data (the ωB97M-V functional and the def2-TZVPD basis) for the molecule C5H16N3P.

Frontier orbital gap ... 9.075 eV
Energy ... -705.65972 Ha
Largest force on an atom ... 7.10 eV/Å
HOMO level ... -8.251 eV
SMILES ... CN(C)P(C)(=N)N(C)C
E_LUMO ... 0.8 eV

Bonds (Å) are listed after each position.
Geometry (Å):
1 C -0.664 -1.614 1.351  N2 1.461, H10 1.072, H11 1.108, H12 1.091
2 N -0.166 -1.361 0.001  C1 1.461, C3 1.430, P4 1.622
3 C -1.075 -1.952 -0.932  N2 1.430, H13 1.191, H14 1.140, H15 1.119
4 P 0.887 -0.137 -0.151  N2 1.622, C5 1.943, N6 1.553, N7 1.675
5 C 0.883 0.051 -2.085  P4 1.943, H16 1.088, H17 0.999, H18 1.097
6 N 2.291 -0.101 0.511  P4 1.553, H19 1.045
7 N 0.190 1.248 0.482  P4 1.675, C8 1.477, C9 1.424
8 C 0.945 2.289 1.209  N7 1.477, H20 1.129, H21 1.087, H22 1.027
9 C -1.173 1.554 0.204  N7 1.424, H23 1.100, H24 1.083, H25 1.168
10 H 0.010 -1.216 2.084  C1 1.072
11 H -1.675 -1.163 1.387  C1 1.108
12 H -0.903 -2.676 1.424  C1 1.091
13 H -1.159 -1.564 -2.054  C3 1.191
14 H -0.772 -3.051 -0.930  C3 1.140
15 H -2.147 -1.827 -0.634  C3 1.119
16 H 1.127 -0.989 -2.291  C5 1.088
17 H 0.134 0.430 -2.627  C5 0.999
18 H 1.874 0.516 -2.019  C5 1.097
19 H 2.901 -0.949 0.485  N6 1.045
20 H 0.947 3.195 0.535  C8 1.129
21 H 0.386 2.562 2.100  C8 1.087
22 H 1.824 1.874 1.541  C8 1.027
23 H -1.344 2.614 -0.036  C9 1.100
24 H -1.320 0.816 -0.574  C9 1.083
25 H -2.001 1.448 1.021  C9 1.168

Results of the natural (NBO) charge analysis, in e, for atoms 1 through 6: atom 1 (C): -0.404, atom 2 (N): -0.829, atom 3 (C): -0.420, atom 4 (P): 2.120, atom 5 (C): -0.973, atom 6 (N): -1.364

=====

Record 3
Density functional theory data (the ωB97M-V functional and the def2-TZVPD basis) for a cluster of 3 separate species, C5H16N4 in total.

Frontier orbital gap (alpha / beta) ... 7.937 / 9.775 eV
Energy ... -418.96152 Ha
Largest force on an atom ... 1.59 eV/Å
HOMO level (alpha / beta) ... -7.743 / -8.954 eV
E_LUMO (alpha / beta) ... 0.2 / 0.8 eV

Bonds (Å) are listed after each position.
Geometry (Å):
1 C 0.267 -1.758 0.185  C2 1.533, N4 1.467, H7 1.092, H8 1.095
2 C 1.715 -1.295 0.377  C1 1.533, C3 1.529, H9 1.095, H10 1.096
3 C 1.959 -0.701 1.765  C2 1.529, H11 1.094, H12 1.092, H13 1.092
4 N -0.062 -2.301 -1.138  C1 1.467, H5 1.015, H6 1.015
5 H 0.521 -3.103 -1.352  N4 1.015
6 H 0.119 -1.609 -1.859  N4 1.015
7 H -0.399 -0.917 0.384  C1 1.092
8 H 0.029 -2.526 0.928  C1 1.095
9 H 1.948 -0.546 -0.388  C2 1.095
10 H 2.393 -2.139 0.203  C2 1.096
11 H 1.756 -1.437 2.549  C3 1.094
12 H 1.301 0.153 1.937  C3 1.092
13 H 2.992 -0.366 1.884  C3 1.092
14 C 0.044 1.740 -1.409  N16 1.436, H20 1.105, H21 1.105, H25 1.092
15 C -2.140 0.913 -1.030  N16 1.438, H22 1.104, H23 1.104, H24 1.092
16 N -0.993 1.544 -0.435  C14 1.436, C15 1.438
17 N -1.278 1.339 2.048  N18 1.147
18 N -1.686 2.352 1.697  N17 1.147, H19 1.048
19 H -2.099 3.083 2.324  N18 1.048
20 H 0.354 0.793 -1.886  C14 1.105
21 H -0.285 2.391 -2.239  C14 1.105
22 H -1.898 -0.082 -1.442  C15 1.104
23 H -2.551 1.499 -1.870  C15 1.104
24 H -2.930 0.783 -0.286  C15 1.092
25 H 0.923 2.191 -0.946  C14 1.092

Results of the natural (NBO) charge analysis, in e, for atoms 1 through 6: atom 1 (C): -0.223, atom 2 (C): -0.409, atom 3 (C): -0.610, atom 4 (N): -0.833, atom 5 (H): 0.350, atom 6 (H): 0.343

=====

Record 4
Density functional theory data (the ωB97M-V functional and the def2-TZVPD basis) for a cluster of 3 separate species, C5H16NO2 in total.

Total charge ... +1
Frontier orbital gap ... 10.053 eV
Energy ... -405.08759 Ha
Largest force on an atom ... 1.90 eV/Å
HOMO level ... -13.032 eV
E_LUMO ... -3.0 eV

Bonds (Å) are listed after each position.
Geometry (Å):
1 C 1.271 -0.455 0.773  C2 1.544, N6 1.511, H7 1.093, H8 1.096
2 C 0.207 -1.504 0.386  C1 1.544, C3 1.521, H9 1.109, H10 1.095
3 C -0.560 -1.153 -0.880  C2 1.521, C4 1.337, C5 1.500
4 C -1.721 -0.508 -0.731  C3 1.337, H11 1.097, H12 1.065
5 C 0.134 -1.412 -2.184  C3 1.500, H13 1.090, H14 1.132, H15 1.074
6 N 0.638 0.876 1.108  C1 1.511, H16 1.031, H17 1.060, H18 1.030
7 H 1.919 -0.842 1.562  C1 1.093
8 H 1.934 -0.248 -0.076  C1 1.096
9 H -0.515 -1.540 1.227  C2 1.109
10 H 0.639 -2.510 0.409  C2 1.095
11 H -2.077 -0.262 0.278  C4 1.097
12 H -2.178 0.054 -1.511  C4 1.065
13 H 0.260 -2.477 -2.377  C5 1.090
14 H -0.493 -1.026 -3.044  C5 1.132
15 H 1.078 -0.904 -2.113  C5 1.074
16 H -0.019 1.184 0.376  N6 1.031
17 H -0.003 0.685 1.930  N6 1.060
18 H 1.386 1.575 0.994  N6 1.030
19 H 1.600 2.688 -2.139  O21 0.966
20 H 0.198 2.910 -1.740  O21 0.967
21 O 1.011 2.516 -1.393  H19 0.966, H20 0.967
22 H -1.788 1.516 2.726  O24 0.959
23 H -1.578 0.165 3.600  O24 0.962
24 O -1.343 0.671 2.817  H22 0.959, H23 0.962

Results of the natural (NBO) charge analysis, in e, for atoms 1 through 6: atom 1 (C): -0.220, atom 2 (C): -0.465, atom 3 (C): 0.038, atom 4 (C): -0.420, atom 5 (C): -0.652, atom 6 (N): -0.734

=====

Record 5
Density functional theory data (the ωB97M-V functional and the def2-TZVPD basis) for a cluster of 2 separate species, C5H16NO2 in total.

Total charge ... +1
Frontier orbital gap ... 11.029 eV
Energy ... -405.02433 Ha
Largest force on an atom ... 5.71 eV/Å
HOMO level ... -14.348 eV
E_LUMO ... -3.3 eV

Bonds (Å) are listed after each position.
Geometry (Å):
1 C -0.806 -1.275 1.463  O2 1.440, C3 1.569, H8 1.109, H9 1.058
2 O -2.012 -1.920 1.012  C1 1.440, H10 0.978
3 C -0.276 -0.366 0.299  C1 1.569, C4 1.527, N7 1.701, H11 1.185
4 C -1.302 0.465 -0.468  C3 1.527, C5 1.502, H12 1.122, H13 1.088
5 C -0.918 1.680 -1.264  C4 1.502, C6 1.655, H14 1.053, H15 1.137
6 C 0.369 1.240 -2.208  C5 1.655, H16 1.081, H17 1.171, H18 1.067
7 N 0.845 0.712 0.988  C3 1.701, H19 1.040, H20 1.035, H21 1.109
8 H -0.115 -2.126 1.632  C1 1.109
9 H -1.105 -0.772 2.344  C1 1.058
10 H -2.641 -1.837 1.756  O2 0.978
11 H 0.218 -1.204 -0.378  C3 1.185
12 H -1.867 -0.251 -1.123  C4 1.122
13 H -2.114 0.960 0.061  C4 1.088
14 H -1.533 2.099 -2.008  C5 1.053
15 H -0.618 2.540 -0.583  C5 1.137
16 H 1.034 0.604 -1.641  C6 1.081
17 H -0.158 0.487 -2.934  C6 1.171
18 H 0.824 2.077 -2.689  C6 1.067
19 H 1.183 1.407 0.291  N7 1.040
20 H 1.734 0.263 1.270  N7 1.035
21 H 0.259 1.321 1.704  N7 1.109
22 H 4.029 -0.310 0.408  O24 0.934
23 H 3.106 -0.580 -0.872  O24 0.979
24 O 3.193 -0.595 0.103  H22 0.934, H23 0.979

Results of the natural (NBO) charge analysis, in e, for atoms 1 through 6: atom 1 (C): -0.099, atom 2 (O): -0.706, atom 3 (C): 0.000, atom 4 (C): -0.501, atom 5 (C): -0.388, atom 6 (C): -0.620

=====

Record 6
Density functional theory data (the ωB97M-V functional and the def2-TZVPD basis) for a cluster of 2 separate species, C5H16NO2Si in total.

Total charge ... -1
Frontier orbital gap ... 4.216 eV
Energy ... -694.76203 Ha
Largest force on an atom ... 2.83 eV/Å
HOMO level ... -1.386 eV
E_LUMO ... 2.8 eV

Bonds (Å) are listed after each position.
Geometry (Å):
1 C 0.324 1.130 -0.581  Si2 1.924, H9 1.192, H10 1.170, H11 1.183
2 Si -0.647 -0.459 -0.097  C1 1.924, C3 1.965, C4 1.955, O5 1.755
3 C -0.791 -1.522 -1.743  Si2 1.965, H12 1.170, H13 1.170, H14 1.194
4 C -2.443 0.083 0.453  Si2 1.955, H15 1.173, H16 1.178, H17 1.180
5 O 0.149 -1.501 1.070  Si2 1.755, C6 1.470
6 C 1.119 -0.780 1.908  O5 1.470, C7 1.652, H18 1.194, H19 1.187
7 C 2.698 -1.018 1.485  C6 1.652, N8 1.513, H20 1.193, H21 1.194
8 N 2.929 -1.201 0.002  C7 1.513, H22 1.043
9 H 0.262 1.964 0.269  C1 1.192
10 H 1.433 0.823 -0.794  C1 1.170
11 H -0.127 1.523 -1.603  C1 1.183
12 H -1.122 -0.781 -2.586  C3 1.170
13 H -1.485 -2.457 -1.619  C3 1.170
14 H 0.336 -1.824 -1.992  C3 1.194
15 H -2.733 1.039 -0.161  C4 1.173
16 H -3.221 -0.781 0.268  C4 1.178
17 H -2.413 0.367 1.598  C4 1.180
18 H 1.013 -1.241 3.004  C6 1.194
19 H 0.879 0.375 2.045  C6 1.187
20 H 3.197 -1.870 2.156  C7 1.193
21 H 3.272 -0.020 1.800  C7 1.194
22 H 2.252 -1.866 -0.432  N8 1.043
23 O -1.613 3.061 -1.767  H24 0.969, H25 0.969
24 H -2.097 3.032 -0.928  O23 0.969
25 H -1.172 3.923 -1.754  O23 0.969

Results of the natural (NBO) charge analysis, in e, for atoms 1 through 6: atom 1 (C): -1.218, atom 2 (Si): 1.914, atom 3 (C): -1.157, atom 4 (C): -1.155, atom 5 (O): -0.902, atom 6 (C): -0.101